DFT (ωB97M-V with the def2-TZVPD basis set) results for a 13-piece molecular cluster, C19H20Cl36O5 overall.

As for the total energy: -481070.2682 eV. As for the total charge: 0. The molecular weight is 1604.67 g/mol.

Each atom is followed by the atoms it is bonded to, with distances in Å.
Atoms and positions in Å:
1 O -3.21602 2.95835 1.79010  C2 1.157
2 C -2.82258 2.03903 1.20814  O1 1.157, O3 1.396, C11 1.533
3 O -2.33855 2.18205 -0.09318  C2 1.396, C4 1.398
4 C -1.96808 0.89750 -0.50313  O3 1.398, O5 1.158, C6 1.528
5 O -1.54475 0.60294 -1.54031  C4 1.158
6 C -2.18636 -0.08590 0.64616  C4 1.528, C7 1.537, C11 1.352
7 C -1.87917 -1.58668 0.76799  C6 1.537, C8 1.581, H13 1.107, H14 1.115
8 C -0.52692 -1.90303 0.01138  C7 1.581, C9 1.560, H15 1.113, H16 1.114
9 C 0.69406 -1.09116 0.54465  C8 1.560, O10 1.441, H17 1.113, H18 1.115
10 O 1.74387 -0.99624 -0.43812  C9 1.441, H19 0.966
11 C -2.70692 0.58958 1.69513  C2 1.533, C6 1.352, O12 1.363
12 O -3.03383 0.05116 2.90354  C11 1.363, H20 0.974
13 H -2.68202 -2.25473 0.40115  C7 1.107
14 H -1.69962 -1.86890 1.83141  C7 1.115
15 H -0.64556 -1.69062 -1.07474  C8 1.113
16 H -0.28709 -2.98396 0.13089  C8 1.114
17 H 1.14958 -1.58508 1.43247  C9 1.113
18 H 0.46007 -0.04661 0.85542  C9 1.115
19 H 1.44033 -0.33542 -1.07473  O10 0.966
20 H -3.92131 -0.32670 2.77132  O12 0.974
21 C -2.65296 5.12455 -1.64089  Cl22 1.766, Cl23 1.767, Cl24 1.767, H25 1.083
22 Cl -1.22046 5.01120 -2.66788  C21 1.766
23 Cl -2.43149 6.36264 -0.39925  C21 1.767
24 Cl -4.08849 5.46997 -2.61221  C21 1.767
25 H -2.79536 4.17067 -1.14837  C21 1.083
26 C 2.10907 -4.82361 1.54406  Cl27 1.770, Cl28 1.760, Cl29 1.770, H30 1.084
27 Cl 1.62564 -4.57984 -0.14067  C26 1.770
28 Cl 3.80622 -4.41066 1.76070  C26 1.760
29 Cl 1.10544 -3.86685 2.64366  C26 1.770
30 H 1.97380 -5.87124 1.78723  C26 1.084
31 C 5.88455 -1.23055 0.59329  Cl32 1.776, Cl33 1.778, Cl34 1.770, H35 1.084
32 Cl 6.55065 -2.87592 0.55017  C31 1.776
33 Cl 6.84506 -0.15987 -0.45106  C31 1.778
34 Cl 4.18494 -1.20571 0.09985  C31 1.770
35 H 5.94655 -0.86255 1.61076  C31 1.084
36 C 6.71170 3.77512 -1.93178  Cl37 1.768, Cl38 1.765, Cl39 1.768, H40 1.081
37 Cl 8.09726 3.11714 -2.81011  C36 1.768
38 Cl 5.57143 2.49038 -1.52517  C36 1.765
39 Cl 7.24476 4.62154 -0.47402  C36 1.768
40 H 6.20849 4.48598 -2.57230  C36 1.081
41 C -6.85359 4.59397 -5.19751  Cl42 1.766, Cl43 1.766, Cl44 1.767, H45 1.084
42 Cl -7.21344 4.53473 -6.92583  C41 1.766
43 Cl -6.70763 6.26658 -4.64871  C41 1.766
44 Cl -8.09580 3.74210 -4.27409  C41 1.767
45 H -5.90441 4.09729 -5.03001  C41 1.084
46 C 3.98834 -1.29807 -4.05581  Cl47 1.763, Cl48 1.771, Cl49 1.769, H50 1.084
47 Cl 5.13471 -0.65156 -2.88263  C46 1.763
48 Cl 2.78362 -2.30945 -3.24285  C46 1.771
49 Cl 3.20393 0.01068 -4.95113  C46 1.769
50 H 4.53104 -1.91635 -4.76161  C46 1.084
51 C -0.50204 -1.33438 5.67182  Cl52 1.768, Cl53 1.767, Cl54 1.765, H55 1.084
52 Cl -0.16234 -0.85860 4.00372  C51 1.768
53 Cl 0.47333 -2.73412 6.13031  C51 1.767
54 Cl -0.21238 0.01388 6.77353  C51 1.765
55 H -1.54809 -1.61116 5.73970  C51 1.084
56 C 6.07182 4.61267 -5.79754  Cl57 1.765, Cl58 1.767, Cl59 1.770, H60 1.084
57 Cl 7.75108 4.12202 -6.03453  C56 1.765
58 Cl 5.08615 3.23790 -5.28860  C56 1.767
59 Cl 5.96399 5.92989 -4.62077  C56 1.770
60 H 5.68803 4.97620 -6.74357  C56 1.084
61 C 2.01702 -7.06360 -3.73827  Cl62 1.768, Cl63 1.767, Cl64 1.766, H65 1.084
62 Cl 1.75231 -7.97731 -2.24834  C61 1.768
63 Cl 0.76402 -7.43724 -4.92670  C61 1.767
64 Cl 2.06428 -5.32956 -3.40649  C61 1.766
65 H 2.97532 -7.35668 -4.15092  C61 1.084
66 C -0.54685 7.92031 2.30801  Cl67 1.768, Cl68 1.767, Cl69 1.766, H70 1.085
67 Cl -2.01888 8.22709 3.23837  C66 1.768
68 Cl 0.22084 9.44109 1.83929  C66 1.767
69 Cl 0.57497 6.91642 3.23212  C66 1.766
70 H -0.81802 7.38373 1.40467  C66 1.085
71 C -6.02077 -2.96424 2.62250  Cl72 1.766, Cl73 1.763, Cl74 1.771, H75 1.084
72 Cl -4.73627 -3.78386 1.73009  C71 1.766
73 Cl -5.73966 -3.08201 4.35942  C71 1.763
74 Cl -6.14316 -1.26816 2.12637  C71 1.771
75 H -6.96046 -3.45381 2.39335  C71 1.084
76 C -5.01223 -6.23471 6.99190  Cl77 1.766, Cl78 1.768, Cl79 1.765, H80 1.084
77 Cl -5.39924 -6.34507 5.27187  C76 1.766
78 Cl -4.84784 -4.54490 7.48680  C76 1.768
79 Cl -6.24373 -7.04794 7.96072  C76 1.765
80 H -4.06388 -6.73173 7.15980  C76 1.084

Atom charges from the Löwdin analysis, given in e for atoms 1 to 2: O 0.216; C -0.378